Record 1
Here is a structure of composition C27H27BCl5CrF2N12OPS2 from OMol25. Energies are from ωB97M-V/def2-TZVPD.

HOMO (spin up / spin down): -3.21 / -3.27 eV
frontier orbital gap (spin up / spin down): 6.67 / 6.73 eV
multiplicity: 5
ΔE to the lowest compared entry with this formula, charge and spin: 76.6 kJ/mol
charge: -2
<S²>: 6.019

Geometry as XYZ:
```
79
Properties=species:S:1:pos:R:3:forces:R:3
Cr 10.96245 13.45996 12.05984 -0.057 0.160 -0.102
N 9.61554 16.01756 9.91462 -0.305 0.697 0.783
C 10.96136 16.02141 10.17621 1.879 -0.954 -0.476
N 11.82968 16.80288 9.59549 0.547 1.717 -0.754
N 13.06676 16.53750 10.07798 -2.426 -2.176 0.816
N 12.90556 15.51252 10.90267 0.836 0.684 0.800
N 11.61435 15.17343 11.02086 0.235 0.215 -0.592
C 8.92918 15.70409 8.75958 -1.519 0.629 -0.557
N 7.60025 15.82730 8.81052 0.621 -0.106 0.467
N 7.15234 15.50954 7.60597 -1.731 0.246 -0.196
N 8.06521 15.22183 6.78743 0.527 -0.083 0.312
N 9.23430 15.34242 7.47143 2.302 -0.243 0.778
H 9.13679 16.52882 10.68128 -0.504 -0.790 -1.334
C 9.11763 7.98052 8.59526 2.308 -3.116 0.248
C 9.52899 9.09996 9.48747 2.418 -0.973 1.741
N 10.08342 10.25434 8.81143 0.697 -0.360 1.659
C 9.31042 10.67204 7.68812 0.478 2.272 -1.124
C 10.08832 10.48866 6.35375 -1.383 1.442 -0.379
C 11.05207 10.96106 9.51570 -1.531 -1.556 -1.078
O 11.53451 10.60452 10.57999 -0.313 -0.408 0.028
C 11.59917 12.13353 8.86143 0.617 1.603 -0.256
C 12.83408 12.54082 9.35472 -0.071 -1.087 -0.144
C 13.40817 13.69822 8.90723 2.434 0.557 0.084
C 12.73493 14.48780 8.01722 -0.779 -0.289 -0.310
N 11.52281 14.11650 7.59366 -0.441 0.274 -0.316
C 10.96768 12.97905 7.97130 -2.043 -0.408 0.099
H 8.71041 7.03117 9.07476 0.726 1.389 0.047
H 9.93219 7.62750 7.89793 -0.379 0.337 0.872
H 8.38431 8.23803 7.94666 -2.537 0.973 -1.899
H 10.35377 8.79454 10.21381 -1.195 0.076 -0.882
H 8.70864 9.39092 10.08155 -1.168 0.528 0.827
H 8.89583 11.72986 7.86142 0.255 -1.866 -0.420
H 8.44912 10.05191 7.61541 -0.586 -0.308 0.201
H 10.64553 11.34811 5.99216 0.264 0.374 0.502
H 9.33648 10.41108 5.55710 0.197 -0.605 0.045
H 10.77974 9.67690 6.39267 0.132 -0.836 0.026
H 13.26333 11.82708 10.05718 0.303 0.622 0.027
H 14.44546 14.00638 9.20096 -1.339 -0.331 -0.071
H 13.05119 15.42821 7.64297 0.470 0.585 -0.159
H 9.88788 12.85840 7.62672 2.263 0.347 0.471
F 10.17930 14.20545 5.59579 -0.158 -0.966 -0.769
B 10.55263 14.97745 6.63353 -0.317 1.217 1.003
F 11.25254 16.07734 6.21952 0.265 0.395 0.108
S 6.61118 10.91696 11.14110 -0.617 -0.071 -0.241
P 7.52633 12.50762 11.76197 1.328 0.662 2.177
S 9.15503 13.05309 10.68248 -0.471 0.182 -1.312
C 6.62742 14.06740 12.09654 -0.505 -0.995 -0.131
C 7.20948 15.15350 12.70831 1.712 0.460 0.225
C 6.52636 16.35140 12.85138 -0.775 -0.887 0.416
C 5.17026 16.33438 12.59288 -3.030 1.083 -0.294
C 4.47537 15.19690 12.07238 2.390 0.993 0.492
C 5.28186 14.10543 11.77809 -0.829 0.019 -0.112
C 8.47809 12.16354 13.38753 -1.343 1.079 -1.197
C 8.32385 12.89405 14.58274 0.030 -0.305 -0.744
C 9.24832 12.69734 15.57627 0.686 0.533 0.225
C 10.29465 11.80957 15.38878 -0.162 -0.011 0.928
C 10.34667 11.01173 14.30646 -1.219 0.357 -2.846
C 9.48554 11.23862 13.20193 -0.150 -1.644 0.407
H 8.23830 15.08927 13.11816 -0.614 0.166 -0.577
H 6.96237 17.18483 13.36055 0.330 0.335 0.170
H 4.51476 17.26332 12.82506 1.396 -1.546 -0.373
H 3.41746 15.16959 11.88790 -0.193 0.192 -0.026
H 4.85230 13.24418 11.31014 -0.232 -0.478 -0.180
H 7.58579 13.67655 14.70539 -0.150 -0.218 -0.105
H 9.26712 13.35714 16.42411 -0.211 0.081 0.358
H 11.11491 11.68323 16.05322 0.294 0.240 0.958
H 11.11995 10.33515 14.16408 1.409 -1.253 -0.003
H 9.45226 10.57175 12.27108 0.463 1.166 1.462
Cl 11.84626 19.24054 14.83640 0.837 0.633 0.082
C 10.27508 18.58423 14.53996 -0.871 -1.599 0.669
Cl 10.37040 17.32901 13.23256 -0.159 0.461 0.290
H 9.53890 19.33383 14.30018 0.055 0.165 -0.384
H 9.91386 18.06610 15.45152 0.139 0.254 -0.712
Cl 7.54372 17.66841 16.03541 -0.023 -0.010 0.006
C 14.15030 11.45284 14.41485 -0.323 0.369 -0.187
Cl 14.35044 9.74004 14.31621 -0.021 -0.192 -0.070
Cl 14.97188 12.25099 15.73419 -0.184 -0.061 -0.278
C 13.30707 12.11809 13.59849 -0.279 0.871 -0.168
N 12.59423 12.79017 12.91720 1.300 -0.910 0.952
```
Forces are in eV/Å.

Record 2
Here is a structure of composition C27H27BrCaN6S from OMol25. Energies are from ωB97M-V/def2-TZVPD.

HOMO: -6.42 eV
frontier orbital gap: 6.08 eV
ΔE to the lowest compared entry with this formula, charge and spin: 0.0 kJ/mol
charge: 0

Geometry as XYZ:
```
63
Properties=species:S:1:pos:R:3:forces:R:3
Ca 1.89269 -0.77903 0.32333 0.670 -0.946 -0.529
N 4.32061 2.75578 -0.99918 -0.086 0.044 0.063
C 3.52681 1.85073 -0.34152 0.005 0.168 -0.087
S 4.30812 0.31417 -0.07061 0.018 -0.040 0.122
N 2.32500 2.30041 -0.08077 0.085 0.351 -0.086
N 1.43763 1.43104 0.48482 -0.244 0.170 0.224
C 0.18336 1.70350 0.60193 0.105 0.057 -0.070
C -0.49109 2.97354 0.16297 0.016 0.127 -0.083
C 0.14722 3.92499 -0.65199 -0.046 -0.049 -0.036
C -0.50711 5.06811 -1.08588 0.043 0.018 -0.035
C -1.81989 5.31669 -0.72677 -0.035 0.021 0.003
C -2.47131 4.39869 0.08038 -0.015 0.006 0.002
C -1.82043 3.25548 0.51243 0.068 -0.052 0.065
C -0.68512 0.59084 1.27366 -0.135 0.028 -0.001
C -1.11775 1.15174 2.62149 -0.058 0.024 0.067
C -1.48364 0.30785 3.60360 -0.042 0.096 -0.104
C -1.32691 -1.10123 3.43692 0.047 -0.147 -0.021
C -0.45122 -1.46584 2.44900 -0.190 -0.177 0.037
N 0.04803 -0.65871 1.50346 -0.098 0.292 0.220
H 5.30935 2.58372 -0.99254 0.024 -0.017 0.011
H 4.00911 3.71348 -0.98123 0.011 0.012 0.018
H 1.16608 3.75802 -0.94802 -0.024 0.006 0.001
H 0.02629 5.77118 -1.71504 -0.013 -0.024 0.014
H -2.32696 6.21088 -1.06863 0.008 -0.020 0.015
H -3.49758 4.56702 0.38312 0.017 -0.009 -0.005
H -2.37135 2.58695 1.14663 0.003 -0.037 0.015
H -1.08229 2.21813 2.79664 0.056 -0.011 -0.002
H -1.81589 0.70590 4.55668 0.015 0.000 -0.002
H -1.65168 -1.80935 4.18547 0.023 0.006 -0.029
H -0.05077 -2.48249 2.43646 -0.006 0.027 0.054
C 1.66716 -1.04459 -2.63956 0.005 -0.113 -0.009
N 0.71619 -0.29081 -1.83080 -0.051 0.086 0.046
C 0.33742 0.93345 -2.53381 0.033 0.000 0.020
C -0.44809 -1.12696 -1.51321 -0.087 -0.008 0.031
C -1.70234 -0.48996 -0.92048 -0.036 0.019 -0.016
C -2.84767 -0.76547 -1.67305 0.028 -0.012 -0.030
C -4.13030 -0.49192 -1.22987 -0.030 -0.010 -0.022
C -4.28824 0.04702 0.03036 -0.013 0.012 0.027
C -3.16454 0.36444 0.77611 0.055 0.041 -0.028
C -1.86115 0.17242 0.32192 -0.155 0.032 0.095
H 1.22400 -1.38851 -3.58549 -0.007 0.021 -0.003
H 2.01587 -1.93788 -2.10446 -0.013 0.011 -0.018
H 2.53690 -0.42439 -2.85194 0.015 -0.007 -0.005
H -0.08233 0.70998 -3.52500 0.014 -0.026 0.001
H 1.21597 1.56768 -2.64958 0.004 -0.006 0.004
H -0.40810 1.47942 -1.96311 -0.003 -0.008 -0.006
H -0.11585 -1.91560 -0.82460 -0.055 -0.016 0.000
H -0.76747 -1.64107 -2.43083 0.000 -0.010 -0.017
H -2.72787 -1.23999 -2.64093 0.007 0.006 0.019
H -4.98440 -0.72882 -1.85242 0.026 0.004 0.020
H -5.27564 0.22557 0.43967 0.031 -0.005 -0.015
H -3.29438 0.78604 1.76416 0.015 0.007 -0.006
Br 3.66252 -5.54170 3.51054 -0.010 0.010 -0.019
C 2.71086 -5.07410 1.95593 -0.003 -0.021 -0.008
C 1.95302 -6.01129 1.27629 -0.007 0.026 -0.020
C 1.27862 -5.60214 0.13672 0.012 -0.049 0.028
C 1.38343 -4.28395 -0.26719 -0.006 0.018 -0.030
N 2.11038 -3.37858 0.39116 -0.037 0.036 0.071
C 2.76545 -3.77295 1.48376 0.041 0.023 0.020
H 1.89331 -7.03150 1.63011 0.000 0.010 -0.004
H 0.67393 -6.29664 -0.42966 0.009 0.010 0.008
H 0.86379 -3.93849 -1.15319 0.001 0.001 0.022
H 3.36025 -3.03087 2.00563 -0.005 -0.004 0.008
```
Forces are in eV/Å.

Record 3
Here is a structure of composition C27H27CrN9O3S5 from OMol25. Energies are from ωB97M-V/def2-TZVPD.

HOMO (spin up / spin down): -9.13 / -9.14 eV
frontier orbital gap (spin up / spin down): 5.32 / 5.26 eV
multiplicity: 2
ΔE to the lowest compared entry with this formula, charge and spin: 113.1 kJ/mol
charge: +1
<S²>: 0.765

Geometry as XYZ:
```
72
Properties=species:S:1:pos:R:3:forces:R:3
Cr -0.47087 -1.27297 -1.44847 0.188 -0.708 0.592
N -0.61867 -3.38747 -2.34887 -0.083 0.320 -0.005
N 0.40993 -4.23797 -1.90597 0.090 -0.521 0.056
C 1.49233 -3.76397 -1.24567 -0.182 0.078 -0.493
N 2.45203 -4.61757 -0.88327 -0.323 0.145 -0.091
S 1.70373 -2.12557 -0.93397 -0.035 0.397 0.044
H -1.51397 -3.68477 -1.94907 0.352 -0.056 0.035
H -0.68637 -3.41487 -3.37067 0.181 -0.032 0.318
H 0.27273 -5.23957 -2.01137 0.003 0.335 0.059
H 2.41693 -5.61167 -1.03587 -0.035 0.010 0.020
H 3.22523 -4.22167 -0.37347 0.032 -0.180 0.064
N 1.20643 6.37013 1.09873 0.093 0.290 -0.052
C 0.81043 5.06613 1.11673 -0.118 -0.333 0.005
C -0.54317 4.73373 1.28243 0.139 -0.030 0.026
C -0.93527 3.41343 1.29253 0.001 0.120 0.065
C 0.02203 2.42673 1.13523 -0.234 -0.726 -0.152
C 1.35753 2.72693 0.93843 0.092 0.165 0.021
C 1.75413 4.04473 0.93303 -0.106 0.028 -0.004
S -0.46677 0.74753 1.01373 0.344 -0.281 0.492
O -1.71367 0.50203 1.67223 -0.050 0.722 -0.173
O 0.63433 -0.13267 1.31703 0.233 1.072 -0.116
N -0.67247 0.48493 -0.61217 1.139 -1.027 0.307
C -1.80847 0.80183 -1.23237 -1.660 0.435 -1.020
N -2.44917 1.95863 -1.15107 0.338 0.050 0.282
C -3.47187 2.12653 -1.97097 -0.098 -0.128 -0.071
C -3.89737 1.15193 -2.86947 0.156 -0.254 0.063
C -3.20707 -0.05097 -2.84887 -0.348 0.164 -0.121
N -2.17977 -0.22997 -2.03477 0.200 0.247 0.398
H 0.56193 7.05623 1.45243 0.148 0.061 0.010
H 2.18713 6.56313 1.22273 -0.163 0.104 0.034
H -1.26807 5.52523 1.40773 -0.083 0.030 0.031
H -1.96617 3.12343 1.41483 -0.126 0.075 0.044
H 2.05883 1.91783 0.80983 0.188 -0.048 0.021
H 2.78983 4.31203 0.79193 0.172 -0.015 0.010
H -3.95767 3.09113 -1.90337 -0.161 0.010 -0.078
H -4.73147 1.31483 -3.53107 -0.049 -0.011 -0.038
H -3.47767 -0.89197 -3.47517 -0.078 0.048 -0.083
C 0.38663 -0.63527 -5.55567 -0.197 -0.127 0.378
C 0.84323 -0.25317 -4.17117 -0.345 -0.285 -0.253
O 0.20073 -0.69687 -3.20257 0.556 0.346 -0.669
C 1.99433 0.62683 -4.03047 0.214 0.300 0.447
C 2.35653 1.08653 -2.75507 -0.173 -0.174 -0.126
C 3.42273 1.95033 -2.60867 -0.002 0.015 0.141
C 4.13243 2.38303 -3.71877 -0.134 -0.086 0.062
C 3.79543 1.92123 -4.98027 0.086 0.051 -0.125
C 2.73873 1.05103 -5.14167 -0.235 -0.144 0.079
H -0.54177 -1.19527 -5.49017 -0.019 -0.042 0.026
H 1.13713 -1.24687 -6.05117 0.121 0.003 -0.068
H 0.21293 0.25493 -6.15217 0.058 0.101 -0.106
H 1.77313 0.76893 -1.89877 0.063 0.069 0.033
H 3.70583 2.29463 -1.62787 -0.029 0.073 0.158
H 4.93883 3.08943 -3.60407 0.143 0.031 0.040
H 4.36213 2.25083 -5.83707 0.007 0.002 -0.109
H 2.49433 0.70703 -6.13357 -0.049 -0.046 -0.105
S 1.94093 -2.70517 4.91023 0.324 -0.133 -0.233
C 0.72273 -2.53277 3.81263 0.921 -0.384 0.330
S 0.98213 -2.79037 2.10683 -0.855 -0.051 0.549
C -0.72907 -2.39137 1.84213 1.625 -0.526 0.930
N -1.34527 -2.16297 2.93463 -1.281 0.281 -1.029
N -0.58037 -2.23187 4.02703 0.802 0.010 -0.234
C -1.24547 -2.14277 5.27043 -0.548 -0.051 0.660
C -2.61347 -2.41207 5.27243 0.005 -0.073 -0.032
C -3.31427 -2.43537 6.46253 0.101 0.029 0.048
C -2.65587 -2.19067 7.65923 -0.041 0.027 0.115
C -1.30707 -1.87847 7.65203 -0.217 0.004 -0.063
C -0.59687 -1.84327 6.46273 0.156 0.111 0.006
S -1.51647 -2.45307 0.33433 -0.987 0.112 -1.370
H -3.10577 -2.61257 4.33443 -0.069 -0.013 0.021
H -4.37327 -2.65557 6.45613 0.000 -0.015 -0.007
H -3.19567 -2.24117 8.59303 -0.051 0.038 0.075
H -0.79077 -1.65407 8.57503 -0.004 -0.016 0.029
H 0.45123 -1.59937 6.48963 -0.103 0.006 -0.096
```
Forces are in eV/Å.

> The highest ΔE to the lowest compared entry with this formula, charge and spin belongs to which entry?

C27H27CrN9O3S5

> The highest charge belongs to which entry?

C27H27CrN9O3S5